1.
C5H8N2 | ωB97M-V with the def2-TZVPD basis set

For the HOMO energy, the calculation gives -8.210 eV. The LUMO energy comes out at 1.1 eV. As for the charge: 0. For the molecular weight, the calculation gives 96.13 g/mol.

Cartesian coordinates (Å):
C  -2.52665  0.00150  0.02592
C  -1.06078  0.31139  -0.06116
C  -0.51255  1.48860  -0.40103
N  0.82817  1.03136  -0.55509
C  0.36147  -0.23639  -0.04389
N  2.61963  -0.82905  0.18184
C  1.23860  -1.16798  0.33859
H  -2.88267  -0.70756  -0.73381
H  -2.86425  -0.34042  1.01231
H  -3.01419  0.96576  -0.17427
H  -0.90282  2.48275  -0.60692
H  1.56036  1.41148  0.03380
H  3.19684  -1.19712  0.92841
H  2.97808  -1.08921  -0.72835
H  0.98075  -2.12511  0.78365

---

2.
C5H8N2 | ωB97M-V with the def2-TZVPD basis set

For the HOMO energy, the calculation gives -10.322 eV. The structure (SMILES) is N#C[C@H](N)C1CC1. The LUMO energy comes out at 0.8 eV. As for the charge: 0. For the molecular weight, the calculation gives 96.13 g/mol.

Cartesian coordinates (Å):
N  1.54385  -0.95371  0.54208
C  0.87951  0.33778  0.55832
C  1.48724  1.45041  -0.21968
N  1.61181  2.27526  -1.02487
C  -0.44582  0.40080  -0.24039
C  -1.76197  0.03140  0.37162
C  -1.14987  -0.84897  -0.67900
H  2.47019  -0.90709  0.96003
H  1.65504  -1.29135  -0.40849
H  0.74809  0.62492  1.61150
H  -0.32456  1.24896  -0.95812
H  -1.76120  -0.35536  1.38933
H  -2.62765  0.63639  0.12310
H  -1.57460  -0.84565  -1.67767
H  -0.75006  -1.80379  -0.34776

---

3.
C5H8N2 | ωB97M-V with the def2-TZVPD basis set

For the HOMO energy (alpha / beta), the calculation gives -8.785 / -7.951 eV. The LUMO energy (alpha / beta) comes out at -0.1 / -0.3 eV. As for the charge: 0. For the molecular weight, the calculation gives 96.13 g/mol.

Cartesian coordinates (Å):
N  2.04322  -0.68325  -0.00844
C  0.75758  -0.13866  0.34266
C  0.44487  1.35337  0.34226
N  0.95603  2.46000  0.40051
C  -0.34783  -0.54298  -0.61571
C  -1.12855  1.32371  0.29948
C  -1.24874  -1.51524  -0.43036
H  2.73829  -0.38382  0.66705
H  2.33295  -0.31982  -0.91096
H  0.48610  -0.47993  1.35276
H  -0.23144  -0.10829  -1.61173
H  -1.59910  1.21649  1.28582
H  -1.85907  1.77712  -0.38709
H  -1.85774  -1.87329  -1.25478
H  -1.36323  -2.00282  0.53372

---

4.
C5H8N2 | ωB97M-V with the def2-TZVPD basis set

For the HOMO energy, the calculation gives -7.896 eV. The LUMO energy comes out at 0.8 eV. As for the charge: 0. For the molecular weight, the calculation gives 96.13 g/mol.

Cartesian coordinates (Å):
C  -0.44870  1.68749  0.25305
C  -0.20612  0.31546  0.80545
C  -1.14910  -1.57767  -0.03463
N  0.04081  -0.75065  -0.47456
C  1.07867  -0.33137  0.42560
C  2.11100  0.38356  -0.28907
N  2.93983  0.99681  -0.80786
H  -0.09946  2.39548  1.01433
H  -1.52310  1.86473  0.12651
H  0.05859  1.95326  -0.69284
H  -1.06900  -2.26892  -0.86160
H  -1.05217  -2.11019  0.90599
H  -2.16077  -1.16146  -0.05385
H  0.00580  -0.27296  -1.37489
H  1.47372  -1.12358  1.05837

---

Question: Which value of charge does entry 4 give?
Answer: 0